{
  "formula": "C9H21NO6",
  "method": "wB97M-V/def2-TZVPD",
  "species": ["C", "O", "H", "H", "H", "H", "C", "O", "H", "H", "H", "H", "C", "C", "C", "O", "C", "O", "O", "H", "H", "H", "H", "H", "H", "C", "O", "N", "C", "C", "H", "H", "H", "H", "H", "H", "H"],
  "positions_angstrom": [[-3.12, -6.05, -2.63], [-2.84, -4.85, -3.45], [-3.79, -6.79, -3.07], [-2.23, -6.66, -2.48], [-3.50, -5.67, -1.68], [-3.64, -4.52, -3.86], [-1.68, -1.27, 0.53], [-1.09, -1.40, -0.74], [-2.69, -0.88, 0.59], [-1.92, -2.18, 1.09], [-1.05, -0.74, 1.25], [-1.65, -1.97, -1.27], [5.18, 1.30, -3.03], [4.23, 0.07, -2.92], [4.50, -1.08, -3.80], [4.64, -2.24, -2.91], [4.37, -1.85, -1.71], [4.48, -2.58, -0.70], [4.29, -0.53, -1.63], [6.14, 0.88, -2.76], [4.88, 2.12, -2.38], [5.30, 1.74, -4.01], [3.22, 0.44, -3.10], [5.34, -0.94, -4.49], [3.67, -1.35, -4.45], [-3.12, 5.20, 3.73], [-2.51, 6.25, 3.52], [-2.61, 4.08, 4.34], [-3.54, 2.98, 4.81], [-1.19, 3.91, 4.71], [-4.18, 5.17, 3.45], [-4.37, 2.76, 4.14], [-4.00, 3.22, 5.77], [-3.04, 2.04, 4.60], [-0.86, 2.90, 4.48], [-0.52, 4.62, 4.23], [-1.10, 3.87, 5.79]],
  "lowdin_charge": [-0.123, -0.144, 0.068, 0.072, 0.069, 0.059, -0.193, -0.095, 0.068, 0.066, 0.079, 0.073, -0.006, -0.324, -0.065, 0.103, -0.580, 0.096, 0.103, 0.088, 0.083, 0.082, 0.149, 0.136, 0.135, -0.332, -0.013, -0.180, -0.047, -0.050, 0.129, 0.074, 0.087, 0.082, 0.075, 0.090, 0.084],
  "spin_multiplicity": 1,
  "homo_lumo_gap_ev": 9.83,
  "lumo_energy_ha": 0.018,
  "energy_ev": -23446.17526,
  "smiles": "C[C@H]1COC(=O)O1.CN(C)C=O.CO.CO"
}



{
  "formula": "C4H5NO",
  "method": "wB97M-V/def2-TZVPD",
  "species": ["N", "C", "O", "C", "C", "C", "H", "H", "H", "H", "H"],
  "positions_angstrom": [[-2.18, -0.59, -0.17], [-1.70, 0.53, 0.17], [-0.38, 0.77, 0.22], [0.43, -0.35, -0.15], [1.84, 0.00, 0.00], [3.02, 0.22, 0.10], [-3.20, -0.57, -0.14], [-2.25, 1.43, 0.46], [0.20, -0.64, -1.18], [0.17, -1.21, 0.48], [4.06, 0.41, 0.20]],
  "lowdin_charge": [0.108, -0.320, -0.061, -0.220, -0.095, 0.120, 0.052, 0.134, 0.128, 0.126, 0.029],
  "spin_multiplicity": 1,
  "homo_lumo_gap_ev": 11.19,
  "lumo_energy_ha": 0.036,
  "energy_ev": -7764.09272,
  "smiles": "[H]/N=C/OCC#C",
  "relative_energy_kcal_mol": 56.1
}



{
  "formula": "C9H13Br3N4",
  "method": "wB97M-V/def2-TZVPD",
  "species": ["C", "C", "N", "H", "H", "H", "C", "C", "N", "H", "H", "H", "C", "C", "N", "H", "H", "H", "C", "C", "N", "H", "H", "H", "C", "Br", "Br", "Br", "H"],
  "positions_angstrom": [[-1.17, 0.80, -2.37], [-0.66, 1.54, -1.27], [-0.24, 2.11, -0.35], [-1.41, -0.22, -1.92], [-0.50, 0.79, -3.28], [-2.09, 1.28, -2.63], [-1.27, -0.21, 3.76], [0.08, 0.15, 3.45], [1.13, 0.49, 3.22], [-1.91, -0.06, 2.89], [-1.54, 0.35, 4.62], [-1.44, -1.26, 4.21], [-0.05, -2.84, -3.87], [-0.94, -3.00, -2.69], [-1.51, -3.20, -1.73], [-0.51, -2.19, -4.66], [0.08, -3.83, -4.23], [0.91, -2.51, -3.55], [0.40, -1.30, 0.13], [1.38, -1.19, -0.97], [2.09, -1.27, -1.88], [0.73, -2.11, 0.80], [-0.64, -1.64, -0.15], [0.28, -0.38, 0.78], [1.74, 3.79, 2.27], [2.12, 4.68, 0.63], [0.00, 4.19, 2.91], [3.05, 4.31, 3.69], [1.91, 2.74, 2.18]],
  "lowdin_charge": [-0.075, -0.303, 0.163, 0.083, 0.116, 0.077, -0.066, -0.303, 0.172, 0.089, 0.063, 0.121, -0.051, -0.269, 0.134, 0.099, 0.064, 0.028, -0.101, -0.258, 0.136, 0.088, 0.051, 0.050, -1.632, 0.562, 0.554, 0.486, -0.077],
  "spin_multiplicity": 1,
  "homo_lumo_gap_ev": 10.07,
  "lumo_energy_ha": 0.014,
  "energy_ev": -225629.52925,
  "relative_energy_kcal_mol": 0.0
}



{
  "formula": "C30H67Cl37N2O3Si2",
  "method": "wB97M-V/def2-TZVPD",
  "species": ["C", "C", "O", "C", "C", "O", "C", "Si", "C", "N", "C", "O", "Si", "Cl", "C", "C", "C", "C", "C", "N", "H", "H", "H", "H", "H", "H", "H", "H", "H", "H", "H", "H", "H", "H", "H", "H", "H", "H", "H", "H", "H", "H", "H", "H", "H", "H", "H", "H", "H", "H", "H", "C", "Cl", "Cl", "H", "H", "C", "Cl", "Cl", "H", "H", "C", "Cl", "Cl", "H", "H", "C", "Cl", "Cl", "H", "H", "C", "Cl", "Cl", "H", "H", "C", "Cl", "Cl", "H", "H", "C", "Cl", "Cl", "H", "H", "C", "Cl", "Cl", "H", "H", "C", "Cl", "Cl", "H", "H", "C", "Cl", "Cl", "H", "H", "C", "Cl", "Cl", "H", "H", "C", "Cl", "Cl", "H", "H", "C", "Cl", "Cl", "H", "H", "C", "Cl", "Cl", "H", "H", "C", "Cl", "Cl", "H", "H", "C", "Cl", "Cl", "H", "H", "C", "Cl", "Cl", "H", "H", "C", "Cl", "Cl", "H", "H"],
  "positions_angstrom": [[6.43, 2.02, 1.35], [7.11, 2.84, 0.31], [6.91, 4.18, 0.46], [5.60, 4.53, 0.29], [5.12, 4.40, -1.10], [3.78, 4.21, -1.17], [3.39, 2.99, -0.64], [1.81, 2.36, -1.42], [2.05, 1.81, -3.19], [1.08, 0.77, -3.47], [1.04, 0.39, -4.85], [0.73, 3.61, -1.30], [-0.88, 3.35, -1.56], [-1.51, 1.46, -1.04], [-1.80, 4.62, -0.55], [-2.51, 4.11, 0.65], [-3.84, 3.58, 0.37], [-4.50, 3.10, 1.62], [-4.76, 1.63, 1.68], [-3.97, 0.85, 0.78], [6.05, 2.64, 2.09], [5.69, 1.42, 0.97], [7.11, 1.40, 1.79], [6.83, 2.49, -0.63], [8.11, 2.70, 0.39], [5.55, 5.52, 0.53], [4.99, 4.06, 0.96], [5.63, 3.68, -1.66], [5.29, 5.29, -1.57], [4.15, 2.28, -0.68], [3.18, 3.10, 0.37], [1.41, 1.17, -0.64], [3.02, 1.41, -3.25], [2.00, 2.58, -3.88], [1.35, -0.01, -2.95], [1.43, 1.11, -5.45], [1.59, -0.48, -5.01], [0.08, 0.18, -5.13], [-1.14, 3.58, -2.99], [-1.07, 5.29, -0.22], [-2.45, 5.15, -1.15], [-2.64, 4.92, 1.27], [-1.94, 3.46, 1.19], [-3.85, 2.90, -0.40], [-4.39, 4.39, 0.05], [-3.91, 3.37, 2.42], [-5.39, 3.58, 1.75], [-4.56, 1.33, 2.64], [-5.78, 1.46, 1.52], [-4.54, 0.40, 0.13], [-3.42, 0.20, 1.25], [11.54, -2.02, 0.01], [11.97, -1.42, 1.61], [9.89, -2.67, -0.01], [11.60, -1.21, -0.69], [12.21, -2.82, -0.28], [-6.38, 1.81, 5.08], [-6.85, 3.46, 4.68], [-4.62, 1.65, 5.22], [-6.83, 1.54, 6.02], [-6.72, 1.16, 4.30], [-8.36, -1.22, 3.06], [-8.84, 0.45, 2.70], [-6.61, -1.40, 3.18], [-8.80, -1.51, 4.00], [-8.72, -1.85, 2.26], [-5.60, -0.63, -2.55], [-5.05, -2.25, -2.15], [-6.54, 0.10, -1.25], [-4.74, 0.00, -2.74], [-6.22, -0.69, -3.44], [-10.09, -1.33, -1.72], [-11.75, -1.89, -1.92], [-9.81, -0.67, -0.11], [-9.42, -2.16, -1.88], [-9.90, -0.55, -2.44], [-5.26, -4.71, -5.29], [-6.46, -5.32, -4.14], [-5.28, -2.95, -5.40], [-4.28, -5.03, -4.96], [-5.47, -5.12, -6.26], [-10.56, 0.06, 6.27], [-11.04, 1.70, 5.88], [-8.80, -0.10, 6.42], [-11.00, -0.21, 7.23], [-10.91, -0.60, 5.49], [1.37, -3.54, -3.63], [2.96, -2.87, -4.03], [0.42, -2.52, -2.53], [0.81, -3.65, -4.54], [1.53, -4.49, -3.16], [14.34, -4.38, -2.60], [13.14, -4.75, -1.35], [14.81, -2.68, -2.68], [15.23, -4.96, -2.39], [13.93, -4.67, -3.56], [-13.59, 1.23, -2.35], [-15.15, 1.77, -1.73], [-12.32, 2.44, -2.11], [-13.29, 0.33, -1.83], [-13.69, 1.03, -3.41], [-11.18, -5.95, -2.91], [-12.75, -5.46, -2.28], [-9.93, -4.72, -2.70], [-10.86, -6.84, -2.40], [-11.28, -6.15, -3.97], [7.74, -4.40, -2.57], [6.54, -3.23, -3.16], [6.97, -5.87, -1.94], [8.38, -4.67, -3.39], [8.30, -3.94, -1.78], [7.94, -4.30, 3.06], [8.79, -2.83, 3.52], [7.44, -4.27, 1.37], [8.60, -5.14, 3.21], [7.06, -4.40, 3.68], [15.05, 1.49, -2.87], [13.95, 0.51, -1.89], [14.50, 1.63, -4.54], [15.11, 2.47, -2.44], [16.02, 1.01, -2.86], [-10.27, -0.63, 10.23], [-11.56, 0.28, 9.43], [-10.86, -2.14, 10.93], [-9.51, -0.87, 9.49], [-9.85, -0.02, 11.01], [9.86, -0.12, 5.70], [9.64, 1.41, 4.83], [11.26, -0.08, 6.78], [8.98, -0.32, 6.28], [10.01, -0.90, 4.97], [-10.13, 5.03, -4.18], [-10.54, 6.70, -4.59], [-8.40, 4.81, -3.93], [-10.65, 4.77, -3.27], [-10.45, 4.39, -4.99], [13.91, -5.04, 2.51], [12.52, -4.37, 3.39], [15.32, -3.99, 2.61], [14.15, -6.00, 2.94], [13.64, -5.15, 1.48]],
  "lowdin_charge": [-0.029, -0.282, -0.068, -0.214, -0.220, -0.128, -0.281, 0.561, -0.282, -0.158, -0.116, -0.325, 0.148, 0.382, -0.263, -0.302, -0.235, -0.178, -0.287, 0.014, 0.074, 0.053, 0.050, 0.095, 0.100, 0.116, 0.091, 0.110, 0.113, 0.069, 0.072, 0.013, 0.069, 0.066, 0.001, 0.054, 0.026, 0.054, -0.005, 0.062, 0.059, 0.098, 0.087, 0.063, 0.098, 0.085, 0.076, 0.024, 0.072, -0.040, 0.054, -1.016, 0.499, 0.515, 0.004, -0.078, -1.058, 0.528, 0.544, -0.040, -0.072, -1.007, 0.510, 0.554, -0.018, -0.007, -0.999, 0.495, 0.563, 0.027, 0.009, -1.011, 0.523, 0.509, -0.024, 0.025, -1.013, 0.491, 0.501, 0.023, 0.020, -1.019, 0.530, 0.564, -0.077, 0.024, -1.003, 0.515, 0.546, 0.021, 0.019, -0.980, 0.573, 0.513, 0.022, 0.024, -1.037, 0.512, 0.507, -0.042, 0.024, -1.003, 0.507, 0.515, 0.022, 0.023, -1.025, 0.495, 0.492, 0.022, -0.057, -0.991, 0.520, 0.493, 0.024, 0.024, -1.019, 0.488, 0.507, 0.022, 0.021, -0.997, 0.559, 0.517, 0.007, 0.025, -1.045, 0.503, 0.505, 0.023, -0.044, -1.041, 0.504, 0.500, -0.010, 0.020, -1.024, 0.491, 0.507, 0.021, -0.028],
  "spin_multiplicity": 1,
  "homo_lumo_gap_ev": 8.47,
  "lumo_energy_ha": 0.009,
  "energy_ev": -520404.11523
}